# FH2IP2

One molecule with the formula FH2IP2 in a non-equilibrium geometry (the ωB97M-V functional and the def2-TZVPD basis, OMol25).

CARTESIAN COORDINATES (ANGSTROEM)
F 0.31041 -1.34022 1.54983
P 0.92302 -0.09003 0.74012
P -1.11475 0.57077 0.07340
I -0.20062 2.38434 -1.18533
H 1.66234 -1.07538 -0.11074
H -1.58039 -0.44948 -1.06729

Properties
E_LUMO = -0.0120 Eh
Multiplicity = 1
Calculated total energy = -29427.9032 eV
Relative energy (zero: lowest compared OMol25 entry of this formula, charge and spin) = 62.4 kJ/mol
HOMO = -9.25 eV

Okay, here come the natural (NBO) numbers, in e, for every atom: number 1, F, carries -0.60; number 2, P, carries 0.68; number 3, P, carries 0.02; number 4, I, carries -0.08; number 5, H, carries -0.04; number 6, H, carries 0.03